1.
Here is a molecular structure, C23H25B2Cl5F5N5O5SiV from OMol25. Energies are from wB97M-V/def2-TZVPD.

```
72
Properties=species:S:1:pos:R:3
V 0.09 -0.60 -0.13
C 2.23 -4.40 -0.02
C 1.47 -3.17 -0.34
N 1.37 -2.15 0.44
O 2.16 -2.14 1.52
B 1.69 -1.32 2.71
F 0.48 -1.83 3.14
F 2.69 -1.42 3.63
O 1.58 0.15 2.35
N 1.43 0.47 1.04
C 2.15 1.40 0.58
C 3.12 2.21 1.38
C 1.91 1.73 -0.88
N 1.35 0.51 -1.46
O 1.21 0.65 -2.74
B 0.76 -0.58 -3.66
F 0.18 0.02 -4.74
F 1.92 -1.27 -3.91
O -0.23 -1.40 -2.97
N 0.29 -1.81 -1.79
C 0.81 -2.97 -1.67
C 0.87 -4.01 -2.73
C 3.18 2.14 -1.61
H 2.33 -4.51 1.06
H 3.23 -4.36 -0.46
H 1.72 -5.27 -0.44
H 3.06 1.94 2.43
H 2.90 3.27 1.24
H 4.13 2.03 1.02
H 0.31 -3.69 -3.60
H 0.47 -4.95 -2.35
H 1.91 -4.18 -3.02
H 3.56 3.07 -1.21
H 2.99 2.26 -2.68
H 3.93 1.36 -1.49
C -3.26 1.55 2.50
Si -1.43 1.07 2.47
C -0.58 2.66 1.89
C -0.78 0.79 4.22
N -1.24 -0.31 1.36
C -2.11 -1.36 1.66
C -2.79 -1.63 2.86
C -3.65 -2.71 2.98
C -3.88 -3.59 1.93
C -3.22 -3.37 0.72
C -2.39 -2.29 0.66
F -1.70 -2.05 -0.52
H -3.47 2.22 3.33
H -3.95 0.71 2.57
H -3.50 2.08 1.58
H -0.94 3.40 2.61
H -0.88 2.99 0.90
H 0.50 2.66 1.96
H 0.20 1.27 4.34
H -0.63 -0.26 4.47
H -1.45 1.23 4.96
H -2.65 -0.99 3.72
H -4.14 -2.87 3.93
H -4.55 -4.43 2.05
H -3.36 -4.01 -0.14
Cl -2.23 3.87 -5.71
C -1.33 3.57 -4.28
C -1.75 2.58 -3.39
Cl -3.16 1.68 -3.71
C -1.00 2.34 -2.24
Cl -1.60 1.19 -1.08
C 0.18 3.04 -1.99
O 0.90 2.78 -0.86
C 0.55 4.06 -2.85
Cl 1.90 5.05 -2.46
C -0.19 4.32 -4.00
Cl 0.29 5.58 -5.07
```

Properties
Gap between HOMO and LUMO (spin up / spin down), eV: 6.844 / 6.370
Multiplicity: 4
Lowest unoccupied orbital energy (spin up / spin down), eV: -0.89 / -1.54
DFT total energy, Ha: -5625.2207
Total charge: 0
HOMO level (spin up / spin down), Ha: -0.284 / -0.291

***

2.
Here is 2 unconnected molecules or ions with the total composition ClNO5S2 at a distorted geometry from OMol25. Energies are from wB97M-V/def2-TZVPD.

```
9
Properties=species:S:1:pos:R:3
N -2.24 2.07 0.60
O -0.06 1.74 -0.66
O -1.82 -0.03 -1.05
O -0.69 -0.15 0.99
O -2.39 -1.80 0.75
O -0.38 -1.95 -0.67
S -1.26 1.24 -0.03
S -1.34 -1.09 0.00
Cl 10.17 -0.05 0.06
```

Properties
Gap between HOMO and LUMO, eV: 6.995
Multiplicity: 1
Energy above the lowest of the compared OMol25 structures with the same formula, charge and spin, kJ/mol: 0.0
Lowest unoccupied orbital energy, eV: 4.90
DFT total energy, Ha: -1687.5274
Total charge: -2
HOMO level, Ha: -0.077

***

3.
Here is C11H18N6O4 in the gas phase at a distorted geometry from OMol25. Energies are from wB97M-V/def2-TZVPD.

```
39
Properties=species:S:1:pos:R:3
N 1.57 -3.59 1.53
C 0.84 -2.50 1.27
N -0.46 -2.59 1.50
C -1.22 -1.51 1.29
N -0.78 -0.33 0.86
C 0.52 -0.20 0.57
N 0.94 0.98 0.12
C 0.09 2.02 -0.40
H -0.85 2.06 0.15
H 0.60 2.97 -0.30
C -0.24 1.77 -1.89
C 1.02 1.84 -2.79
H 1.30 0.87 -3.17
C 0.60 2.81 -3.90
H 1.43 3.41 -4.27
C -0.46 3.65 -3.19
H -1.19 4.10 -3.87
O -1.16 2.74 -2.37
H 0.00 4.44 -2.59
H 0.16 2.27 -4.73
H 1.86 2.25 -2.23
H -0.74 0.79 -1.97
H 1.93 1.01 -0.12
C 1.43 -1.29 0.78
N 2.78 -1.21 0.47
O 3.51 -2.19 0.64
O 3.24 -0.15 0.02
N -2.52 -1.72 1.52
H -2.70 -2.66 1.86
C -3.66 -0.82 1.59
H -4.51 -1.35 1.17
H -3.88 -0.60 2.65
C -3.49 0.52 0.86
O -2.71 1.42 1.59
H -1.82 1.03 1.60
H -4.48 0.98 0.76
H -3.07 0.34 -0.14
H 1.08 -4.41 1.86
H 2.56 -3.58 1.34
```

Properties
Gap between HOMO and LUMO, eV: 8.869
SMILES string: Nc1nc(NCCO)nc(NC[C@@H]2CCCO2)c1[N+](=O)[O-]
Multiplicity: 1
Energy above the lowest of the compared OMol25 structures with the same formula, charge and spin, kJ/mol: 0.0
Lowest unoccupied orbital energy, eV: -0.05
DFT total energy, Ha: -1059.4211
Total charge: 0
HOMO level, Ha: -0.328

***

4.
Here is a molecular structure, C31H57BF6HgN3O11P at a distorted geometry from OMol25. Energies are from wB97M-V/def2-TZVPD.

```
111
Properties=species:S:1:pos:R:3
Hg 1.14 0.12 0.49
O 1.45 0.69 -1.62
C 1.65 0.85 -2.81
O 0.75 0.89 -3.72
B 1.42 1.09 -5.05
O 2.84 1.36 -4.72
C 3.04 1.13 -3.44
O 4.03 1.16 -2.78
O 0.95 2.23 -5.82
C 0.45 1.79 -6.97
O -0.09 2.48 -7.79
C 0.66 0.27 -7.05
O 1.21 -0.11 -5.90
O 0.37 -0.42 -7.97
P 3.47 -1.05 2.44
F 2.62 0.28 2.93
F 3.18 -1.80 3.79
F 2.07 -1.64 1.79
F 4.26 -2.26 1.79
F 3.65 -0.20 0.99
F 4.80 -0.39 3.03
C -0.18 0.69 4.69
C -1.32 -0.33 4.48
C -2.59 0.45 4.96
C -3.87 -0.29 4.68
C -3.95 -0.61 3.21
C -2.78 -1.46 2.69
N -1.56 -0.70 3.07
O -0.40 -1.21 2.42
C -2.89 -2.88 3.25
C -2.89 -1.53 1.17
C -1.07 -1.50 5.43
H -0.31 1.43 3.89
H 0.79 0.20 4.64
H -0.32 1.30 5.58
H -2.44 0.64 6.03
H -2.65 1.50 4.65
H -4.77 0.25 4.99
H -3.97 -1.19 5.30
H -3.96 0.30 2.61
H -4.88 -1.14 2.99
H -3.32 -2.95 4.25
H -3.63 -3.51 2.75
H -1.96 -3.46 3.19
H -2.06 -2.11 0.77
H -3.82 -2.04 0.91
H -2.95 -0.52 0.76
H -0.88 -1.13 6.44
H -0.24 -2.17 5.17
H -1.92 -2.17 5.47
H -0.23 -2.05 2.89
C 2.94 2.86 0.46
C 1.62 3.62 0.36
C 1.47 4.23 -1.06
C 0.08 4.10 -1.71
C -0.97 4.29 -0.62
C -0.93 3.17 0.43
N 0.47 2.76 0.69
O 0.63 1.93 1.83
C -1.61 3.61 1.76
C -1.61 1.89 -0.06
C 1.73 4.74 1.42
H 2.85 1.95 -0.14
H 3.29 2.56 1.45
H 3.68 3.54 0.03
H 1.81 5.26 -0.98
H 2.14 3.72 -1.76
H -0.11 3.24 -2.35
H 0.04 4.93 -2.42
H -1.96 4.23 -1.09
H -0.92 5.32 -0.24
H -2.29 4.46 1.69
H -2.12 2.79 2.26
H -0.85 3.98 2.45
H -2.70 1.91 0.00
H -1.35 1.63 -1.09
H -1.31 1.11 0.65
H 0.80 5.27 1.61
H 2.40 5.55 1.14
H 1.99 4.31 2.39
H 0.54 2.52 2.60
C 1.75 -4.38 -1.85
C 1.71 -2.90 -2.23
C 1.79 -2.87 -3.77
C 0.47 -3.32 -4.39
C -0.60 -2.36 -3.91
C -0.79 -2.26 -2.41
N 0.51 -2.24 -1.69
O 0.42 -2.21 -0.28
C -1.54 -0.97 -2.11
C -1.67 -3.44 -1.98
C 2.99 -2.24 -1.71
H 1.61 -4.54 -0.77
H 2.68 -4.88 -2.12
H 0.91 -5.01 -2.15
H 2.15 -1.98 -4.28
H 2.48 -3.67 -4.04
H 0.23 -4.37 -4.18
H 0.66 -3.33 -5.47
H -1.48 -2.86 -4.33
H -0.38 -1.40 -4.37
H -1.29 -0.16 -2.80
H -2.62 -1.11 -2.19
H -1.40 -0.60 -1.09
H -1.26 -4.40 -2.31
H -1.72 -3.54 -0.90
H -2.67 -3.50 -2.40
H 2.87 -1.65 -0.80
H 3.39 -1.55 -2.46
H 3.85 -2.90 -1.59
H 0.29 -3.14 -0.03
```

Properties
Gap between HOMO and LUMO, eV: 6.987
Multiplicity: 1
Energy above the lowest of the compared OMol25 structures with the same formula, charge and spin, kJ/mol: 0.0
Lowest unoccupied orbital energy, eV: -2.18
DFT total energy, Ha: -3326.3596
Total charge: 0
HOMO level, Ha: -0.337

***

5.
Here is 3 unconnected molecules or ions with the total composition C18H21F5N5O2S from OMol25. Energies are from wB97M-V/def2-TZVPD.

```
52
Properties=species:S:1:pos:R:3
O -0.29 -1.62 -2.07
S 0.92 -2.29 -1.76
O 1.12 -2.97 -0.54
N 2.17 -1.16 -1.95
C 2.06 0.03 -2.55
N 3.24 0.60 -2.50
C 4.15 -0.23 -1.85
C 5.57 0.11 -1.63
C 6.46 0.12 -2.70
C 7.78 0.47 -2.45
C 8.14 0.75 -1.14
C 7.18 0.68 -0.14
N 5.90 0.38 -0.37
C 3.48 -1.34 -1.50
C 1.37 -3.44 -3.15
F 2.44 -4.13 -2.77
F 1.70 -2.67 -4.20
C 0.22 -4.40 -3.56
F 0.64 -5.10 -4.60
F -0.06 -5.21 -2.56
F -0.85 -3.71 -3.91
H 1.13 0.40 -2.97
H 3.43 1.51 -2.87
H 6.12 -0.13 -3.70
H 8.52 0.50 -3.24
H 9.16 1.02 -0.88
H 7.45 0.88 0.89
H 3.81 -2.21 -0.97
C -1.87 1.81 2.48
C -2.51 1.15 1.27
C -1.57 0.18 0.55
C -0.38 0.85 0.05
N 0.57 1.40 -0.29
H -1.01 2.42 2.19
H -2.58 2.47 2.98
H -1.54 1.07 3.20
H -2.84 1.92 0.56
H -3.40 0.60 1.58
H -2.07 -0.29 -0.30
H -1.26 -0.62 1.23
C -7.85 2.72 3.66
C -7.29 1.37 3.23
C -6.36 0.75 4.28
C -5.20 1.60 4.55
N -4.29 2.27 4.76
H -7.05 3.45 3.80
H -8.53 3.11 2.91
H -8.40 2.64 4.60
H -6.75 1.48 2.29
H -8.11 0.67 3.05
H -6.00 -0.22 3.95
H -6.89 0.60 5.22
```

Properties
Gap between HOMO and LUMO, eV: 9.687
Multiplicity: 1
Lowest unoccupied orbital energy, eV: -3.38
DFT total energy, Ha: -2020.0188
Total charge: +1
HOMO level, Ha: -0.480

***

6.
Here is 40 unconnected molecules or ions with the total composition H80O40 at a distorted geometry from OMol25. Energies are from wB97M-V/def2-TZVPD.

```
120
Properties=species:S:1:pos:R:3
H 1.43 -6.00 -0.85
H 2.68 -5.57 -1.27
O 2.25 -6.08 -0.58
H -6.33 -0.05 -0.62
H -5.54 1.20 -0.90
O -5.72 0.24 -1.32
H 1.92 0.36 -0.81
H 1.75 0.99 0.47
O 1.76 1.19 -0.48
H 5.49 -1.62 -0.36
H 3.99 -1.97 -0.27
O 4.84 -2.22 0.15
H -3.37 1.20 -2.15
H -2.06 1.04 -2.52
O -2.71 1.83 -2.52
H -6.57 2.35 -0.66
O -5.78 2.84 -0.21
H -0.44 1.80 1.41
O 0.24 1.23 1.86
H 0.96 -3.68 4.95
H 1.30 -2.49 3.95
O 0.63 -3.12 4.20
H -1.26 -3.60 3.08
H -2.50 -3.77 2.21
O -1.56 -4.09 2.29
H -4.60 3.85 -0.30
H -3.37 3.81 -1.32
O -3.69 3.96 -0.49
H -2.22 2.14 4.15
H -1.26 2.09 5.24
O -1.34 2.08 4.21
H 3.78 -1.95 1.91
O 3.64 -2.11 2.94
H -1.23 0.79 6.65
H -2.80 0.67 5.97
O -1.99 1.19 6.28
H -3.70 -2.19 -2.44
H -5.21 -1.85 -2.67
O -4.32 -1.90 -3.15
H 0.47 -3.67 1.00
H 1.69 -4.66 0.41
O 1.19 -3.88 0.28
H -2.88 -6.02 -0.38
H -2.75 -5.52 1.18
O -3.01 -5.64 0.37
H -1.99 3.75 0.61
H -0.41 4.41 1.20
O -1.19 3.80 1.17
H 0.85 -2.22 -0.21
H 0.03 -0.87 -0.60
O 0.62 -1.20 0.04
H 3.53 2.53 -1.86
O 4.46 2.62 -1.66
H -2.87 -1.15 2.42
H -4.33 -1.24 2.29
O -3.57 -1.15 2.98
H 1.63 -2.74 -4.47
O 1.98 -1.99 -5.02
H 4.00 2.75 2.65
H 3.68 3.59 1.48
O 4.00 3.77 2.34
H 3.36 -2.96 -2.45
H 4.40 -2.97 -1.28
O 4.17 -3.38 -2.23
H 1.94 2.68 -1.82
H 1.99 4.21 -1.99
O 1.43 3.35 -2.12
H -0.44 1.47 -0.41
H -0.17 2.71 -1.48
O -0.81 2.11 -1.07
H -2.93 -1.17 4.98
H -4.10 -0.29 4.72
O -3.60 -0.65 5.48
H -2.48 3.33 -3.71
H -2.17 4.77 -3.85
O -2.90 4.11 -4.00
H 4.32 2.01 3.89
H 3.66 0.69 3.18
O 4.02 1.07 4.03
H 2.18 0.88 2.28
H 2.38 -0.50 1.43
O 2.79 0.42 1.68
H -0.37 -1.97 2.00
H -0.71 -0.35 2.21
O -1.02 -1.39 2.02
H -2.74 2.11 1.01
H -2.64 0.81 2.06
O -3.09 1.32 1.48
H 2.33 3.37 3.44
O 1.99 2.48 3.67
H -1.12 5.73 -3.52
H 0.10 5.15 -2.56
O -0.77 5.37 -2.81
H 4.88 2.34 -2.55
H -5.93 2.84 0.81
H 1.79 -2.61 -5.82
H 0.43 1.89 2.82
H 4.38 -2.50 3.12
H 1.56 2.67 4.50
O 5.88 -0.11 -0.84
H 6.76 -0.31 -1.07
H 5.91 0.53 -0.10
O 3.12 3.51 -3.89
H 2.69 4.21 -4.42
H 3.20 2.77 -4.34
O -0.79 2.51 -4.37
H -1.69 2.31 -4.48
H -0.59 2.73 -3.51
O 0.86 -4.12 -3.71
H 1.48 -4.80 -3.18
H 0.15 -3.70 -3.15
O -0.50 -4.87 -1.53
H -0.40 -5.62 -0.99
H -0.22 -4.24 -0.93
O -2.04 -2.41 -1.50
H -1.21 -2.84 -1.28
H -2.54 -2.77 -0.74
O 0.20 0.00 -5.36
H 0.36 0.79 -4.77
H 1.06 -0.61 -5.26
```

Properties
Gap between HOMO and LUMO, eV: 8.996
Multiplicity: 1
Energy above the lowest of the compared OMol25 structures with the same formula, charge and spin, kJ/mol: 1846.7
Lowest unoccupied orbital energy, eV: -0.49
DFT total energy, Ha: -3057.0540
Total charge: 0
HOMO level, Ha: -0.349